The molecule C4H7NO at a distorted geometry, computed with wB97M-V/def2-TZVPD.

Structure (XYZ):
```
13
Properties=species:S:1:pos:R:3
O 2.49 0.81 0.71
C 1.31 0.59 0.72
C 0.71 -0.81 0.53
N -0.53 -0.88 -0.21
C -0.54 0.13 -1.22
C -1.60 0.12 -0.14
H 0.58 1.37 1.03
H 0.59 -1.22 1.53
H 1.43 -1.42 -0.02
H -0.66 -0.12 -2.28
H 0.38 0.80 -1.00
H -1.59 1.00 0.50
H -2.58 -0.37 -0.15
```

Summary:
SMILES: O=CCN1CC1
total charge: 0
LUMO: 1.0 eV
Kohn-Sham gap: 10.2 eV
relative energy (zero: lowest compared OMol25 entry of this formula, charge and spin): 73.6 kcal/mol


The molecule C4H8OS at a distorted geometry, computed with wB97M-V/def2-TZVPD.

Structure (XYZ):
```
14
Properties=species:S:1:pos:R:3
C -0.46 1.35 0.33
C 0.95 1.23 -0.24
C 1.08 -1.14 -0.20
C -0.37 -1.35 0.28
H -0.44 1.41 1.43
H -0.93 2.21 -0.15
H 0.87 1.17 -1.29
H 1.60 2.07 0.01
H 1.12 -1.19 -1.26
H 1.70 -1.92 0.18
H -0.63 -2.32 -0.08
H -0.44 -1.41 1.35
O 1.61 0.05 0.24
S -1.43 -0.06 -0.19
```

Summary:
SMILES: C1CSCCO1
total charge: 0
LUMO: 1.0 eV
Kohn-Sham gap: 9.5 eV
relative energy (zero: lowest compared OMol25 entry of this formula, charge and spin): 15.3 kcal/mol


The molecule C4H10O2, computed with wB97M-V/def2-TZVPD.

Structure (XYZ):
```
16
Properties=species:S:1:pos:R:3
C -1.60 0.25 -1.61
O -1.04 1.15 -0.68
C 0.28 0.80 -0.30
C 0.26 -0.30 0.75
C 1.63 -0.88 1.05
O -0.27 0.22 1.96
H -2.63 0.57 -1.79
H -1.05 0.26 -2.56
H -1.62 -0.78 -1.23
H 0.73 1.70 0.14
H 0.88 0.51 -1.18
H -0.39 -1.11 0.38
H 1.52 -1.72 1.74
H 2.29 -0.14 1.51
H 2.09 -1.25 0.12
H -1.07 0.72 1.72
```

Summary:
SMILES: COC[C@@H](C)O
total charge: 0
LUMO: 1.0 eV
Kohn-Sham gap: 10.7 eV
relative energy (zero: lowest compared OMol25 entry of this formula, charge and spin): 24.3 kcal/mol


The molecule C4H11NO at a distorted geometry, computed with wB97M-V/def2-TZVPD.

Structure (XYZ):
```
17
Properties=species:S:1:pos:R:3
C -2.09 0.40 0.21
N -0.85 1.07 -0.34
C -0.12 0.18 -1.40
C 0.90 -0.75 -0.56
C 1.68 -0.12 0.61
O 0.88 -0.01 1.85
H -2.76 1.21 0.62
H -1.85 -0.32 1.03
H -2.71 -0.14 -0.57
H -0.28 0.98 0.45
H 0.40 0.88 -2.18
H -0.88 -0.29 -2.04
H 1.67 -1.14 -1.22
H 0.28 -1.60 -0.23
H 2.52 -0.84 0.83
H 1.92 0.88 0.30
H 1.28 -0.40 2.64
```

Summary:
SMILES: CNCCCO
total charge: 0
LUMO: 0.8 eV
Kohn-Sham gap: 9.5 eV
relative energy (zero: lowest compared OMol25 entry of this formula, charge and spin): 52.6 kcal/mol


A structure of composition C3H6NPS at a distorted geometry, computed with wB97M-V/def2-TZVPD.

Structure (XYZ):
```
12
Properties=species:S:1:pos:R:3
C 1.04 0.02 0.96
C 0.81 -1.19 0.50
C 1.22 0.48 -1.18
N 1.21 0.97 -0.03
P -2.40 0.68 0.55
S 0.58 -1.21 -1.12
H 1.28 0.36 1.93
H 0.54 -2.05 1.04
H -2.73 0.26 -1.16
H 1.14 0.98 -2.14
H -1.69 -0.58 0.58
H -1.01 1.28 0.08
```

Summary:
total charge: 0
LUMO: 0.6 eV
Kohn-Sham gap: 10.0 eV
relative energy (zero: lowest compared OMol25 entry of this formula, charge and spin): 57.9 kcal/mol


A structure of composition C36H46CuN4O4, computed with wB97M-V/def2-TZVPD.

Structure (XYZ):
```
91
Properties=species:S:1:pos:R:3
Cu 0.49 -0.19 0.58
C 4.32 -1.85 2.30
C 4.04 -0.74 1.29
C 5.06 0.39 1.41
C 3.98 -1.25 -0.15
C 4.93 -2.16 -0.58
C 4.96 -2.61 -1.89
C 4.01 -2.13 -2.79
C 3.05 -1.21 -2.40
C 2.09 -0.64 -3.43
C 2.71 0.53 -4.21
C 1.59 -1.70 -4.42
C 3.03 -0.76 -1.07
N 2.06 0.17 -0.63
C 2.29 1.48 -0.86
O 3.19 2.01 -1.51
C 1.26 2.37 -0.19
C 1.14 3.74 -0.31
C 0.13 4.36 0.44
C -0.69 3.63 1.29
C -0.50 2.27 1.35
N 0.44 1.71 0.61
C -1.20 1.28 2.28
O -2.02 1.71 3.07
N -0.73 0.01 2.13
C -1.01 -0.87 3.23
C -0.17 -0.77 4.37
C -0.41 -1.60 5.46
C -1.45 -2.51 5.46
C -2.26 -2.60 4.34
C -2.06 -1.79 3.22
C -3.01 -2.04 2.05
C -3.50 -0.80 1.30
C -2.41 -3.10 1.13
C 0.98 0.22 4.46
C 0.63 1.39 5.38
C 2.28 -0.45 4.93
H 4.35 -1.43 3.31
H 5.28 -2.33 2.12
H 3.55 -2.62 2.28
H 3.06 -0.32 1.53
H 6.07 0.00 1.24
H 5.03 0.83 2.41
H 4.87 1.17 0.67
H 5.68 -2.53 0.11
H 5.71 -3.32 -2.22
H 4.05 -2.47 -3.82
H 1.23 -0.24 -2.87
H 3.56 0.16 -4.80
H 3.08 1.30 -3.53
H 1.99 0.97 -4.90
H 2.35 -1.94 -5.16
H 0.73 -1.33 -4.99
H 1.33 -2.65 -3.92
H 1.81 4.28 -0.96
H 0.01 5.44 0.37
H -1.46 4.09 1.90
H 0.23 -1.52 6.34
H -1.63 -3.14 6.32
H -3.09 -3.30 4.33
H -3.89 -2.49 2.50
H -2.80 -0.49 0.52
H -3.64 0.05 1.97
H -4.46 -1.01 0.83
H -1.49 -2.73 0.67
H -3.11 -3.36 0.32
H -2.17 -4.01 1.68
H 1.16 0.62 3.46
H 0.49 1.03 6.40
H -0.30 1.88 5.07
H 1.43 2.13 5.39
H 2.22 -0.72 5.99
H 3.12 0.23 4.81
H 2.49 -1.36 4.36
O -1.08 0.93 -1.82
C -1.07 -0.29 -1.86
O -0.62 -1.12 -0.97
C -1.57 -0.97 -3.13
N -1.46 -2.47 -2.88
C -2.82 -3.07 -2.99
C -3.75 -1.91 -2.66
C -3.06 -0.73 -3.37
H -0.94 -0.67 -3.96
H -1.11 -2.42 -1.89
H -0.75 -2.91 -3.45
H -2.90 -3.93 -2.33
H -2.96 -3.40 -4.02
H -3.76 -1.74 -1.59
H -4.77 -2.09 -3.00
H -3.35 0.24 -2.97
H -3.28 -0.74 -4.44
```

Summary:
total charge: 0
LUMO (spin up / spin down): -0.2 / -0.6 eV
2S+1: 2
Kohn-Sham gap (spin up / spin down): 7.9 / 7.6 eV
relative energy (zero: lowest compared OMol25 entry of this formula, charge and spin): 0.0 kcal/mol


The molecule C6H7N3S at a distorted geometry, computed with wB97M-V/def2-TZVPD.

Structure (XYZ):
```
17
Properties=species:S:1:pos:R:3
C 2.30 0.24 1.07
C 2.69 0.35 -0.24
C 0.59 0.74 -0.11
C -1.95 -1.49 -0.39
C -2.26 -0.59 0.83
C -0.68 1.20 -0.57
N 0.93 0.42 1.10
N -1.44 -1.26 -1.46
N 1.67 0.78 -0.98
S -2.13 1.16 0.40
H 2.96 0.02 1.92
H 3.59 0.29 -0.77
H -2.16 -2.46 -0.04
H -3.32 -0.84 1.25
H -1.51 -0.85 1.55
H -0.87 1.44 -1.53
H 1.60 0.85 -2.03
```

Summary:
total charge: 0
LUMO (spin up / spin down): -1.4 / -1.4 eV
Kohn-Sham gap (spin up / spin down): 5.9 / 5.9 eV
relative energy (zero: lowest compared OMol25 entry of this formula, charge and spin): 69.1 kcal/mol